The following is a DFT calculation (ωB97M-V/def2-TZVPD) of a single C2H2N4O2 molecule.

```
10
Properties=species:S:1:pos:R:3:forces:R:3
C -0.233568 0.849890 0.062776 3.24 2.13 1.26
C 1.364536 -0.956448 -0.013391 1.68 1.09 1.67
H 1.445609 1.468087 0.386677 -0.91 1.16 -0.66
H 1.387599 -2.074260 0.165798 0.04 1.01 -0.76
N 0.532144 1.880927 0.059753 -0.24 -2.01 0.44
N -1.955771 -0.555128 -0.154647 2.13 -1.79 -0.84
N -0.975980 -1.360834 0.014489 -1.73 5.14 1.56
N 0.075192 -0.421969 0.455285 2.81 -4.56 -2.24
O -1.494647 0.793106 -0.163797 -4.60 -0.03 -0.79
O 2.326133 -0.237538 -0.270320 -2.43 -2.15 0.35
```
Positions in Å, forces in eV/Å.

As for the multiplicity: 1. The total energy comes out at -446.79312 Eh. The relative energy (zero: lowest compared OMol25 entry of this formula, charge and spin) is 471.5 kJ/mol. As for the HOMO-LUMO gap: 9.6 eV. For the highest occupied orbital energy, the calculation gives -10.3 eV. As for the molar mass: 114.06 g mol⁻¹. As for the lowest unoccupied orbital energy: -0.67 eV.

Atomic partial charges in e from the Löwdin method, atoms 1 to 2:
1. C -0.572
2. C -0.187

The following is a DFT calculation (ωB97M-V/def2-TZVPD) of a 2-piece molecular cluster, C2H5OPS overall.

```
10
Properties=species:S:1:pos:R:3:forces:R:3
C -0.968712 -1.361551 0.800458 -0.17 -0.37 0.92
C 1.045401 0.549587 1.112205 -0.04 -0.60 1.02
O 1.880768 0.413626 0.076201 1.07 -0.78 -0.79
P -0.789250 -1.453526 -0.949592 -0.05 0.04 -0.29
S -1.632541 -2.074328 2.059039 0.36 0.72 -1.16
H 1.427353 0.456439 2.167915 -0.22 0.05 -1.61
H 0.254625 1.188309 0.853445 -1.37 0.79 0.48
H 1.384204 0.267897 -0.762463 0.50 0.37 0.95
H -1.960262 -0.981151 -1.633265 -0.01 -0.29 0.61
H -0.145327 -0.220806 -1.161625 -0.07 0.07 -0.12
```
Positions in Å, forces in eV/Å.

As for the multiplicity: 1. The total energy comes out at -893.79765 Eh. The relative energy (zero: lowest compared OMol25 entry of this formula, charge and spin) is 459.9 kJ/mol. As for the HOMO-LUMO gap (spin up / spin down): 6.9 / 6.8 eV. For the highest occupied orbital energy (spin up / spin down), the calculation gives -7.5 / -7.3 eV. As for the molar mass: 108.10 g mol⁻¹. As for the lowest unoccupied orbital energy (spin up / spin down): -0.63 / -0.48 eV.

Atomic partial charges in e from the Löwdin method, atoms 1 to 2:
1. C -1.052
2. C -0.131

The following is a DFT calculation (ωB97M-V/def2-TZVPD) of C5H8OS as an isolated structure.

```
15
Properties=species:S:1:pos:R:3:forces:R:3
C 0.909632 0.997746 0.034139 -4.78 -3.48 -0.09
C -0.448237 0.976755 0.812204 1.66 -3.55 0.27
C -1.018080 -0.529160 1.101499 3.68 2.25 3.36
C -1.547383 -0.119241 -0.980234 -2.60 -1.38 0.27
C -0.542899 1.033294 -0.629094 0.89 -6.05 1.24
H 0.578023 -1.104484 -1.088371 3.60 0.83 2.38
H 1.170919 1.962072 -0.047584 2.23 3.01 -0.32
H -0.725502 1.829455 1.345857 -0.50 0.85 1.29
H -0.362647 -1.151419 1.776027 -0.80 0.95 -0.24
H -1.976200 -0.334903 1.475698 -1.81 -0.09 1.04
H -2.695933 0.073836 -0.232588 2.86 0.30 -3.18
H -1.892878 -0.528914 -2.293144 1.53 1.17 4.54
H -0.839218 1.883006 -0.904765 -1.99 6.72 -2.97
O -1.055801 -1.174660 -0.044863 -0.95 -0.74 -5.10
S 1.941978 -0.461734 -0.106457 -3.02 -0.80 -2.48
```
Positions in Å, forces in eV/Å.

As for the multiplicity: 1. The total energy comes out at -668.47466 Eh. The relative energy (zero: lowest compared OMol25 entry of this formula, charge and spin) is 692.8 kJ/mol. As for the HOMO-LUMO gap: 8.8 eV. For the highest occupied orbital energy, the calculation gives -8.6 eV. As for the molar mass: 116.18 g mol⁻¹. As for the lowest unoccupied orbital energy: 0.20 eV.

Atomic partial charges in e from the Löwdin method, atoms 1 to 2:
1. C -0.541
2. C -0.193

The following is a DFT calculation (ωB97M-V/def2-TZVPD) of a 2-piece molecular cluster, C3H7FNO overall.

```
13
Properties=species:S:1:pos:R:3:forces:R:3
C 0.764034 -1.227707 0.433591 -1.30 2.50 -3.69
C -0.605501 1.371422 -0.441474 1.17 1.48 -1.39
C -1.874740 -0.306044 0.547931 -0.61 -2.30 0.27
N 1.006741 -0.081273 -0.246731 0.91 -0.30 1.26
O -1.227041 0.812310 0.585060 -0.83 0.26 -0.86
F -2.366498 -0.768728 -0.631049 1.00 1.14 1.23
H 0.778226 -1.151220 1.449299 0.29 -0.31 2.54
H 0.532183 -2.062008 -0.182718 -0.11 -0.78 0.11
H -0.070067 2.358656 -0.368682 -0.84 -1.15 1.38
H -0.796754 1.290168 -1.525771 -0.99 -1.10 0.89
H -2.423498 -0.782259 1.447320 1.25 1.47 -1.43
H 1.456857 0.676492 0.281681 -0.07 -0.62 -0.57
H 1.182063 -0.066253 -1.246818 0.13 -0.29 0.28
```
Positions in Å, forces in eV/Å.

As for the multiplicity: 1. The total energy comes out at -347.93776 Eh. The relative energy (zero: lowest compared OMol25 entry of this formula, charge and spin) is 429.0 kJ/mol. As for the HOMO-LUMO gap (spin up / spin down): 8.3 / 8.3 eV. Its total charge is +1. For the highest occupied orbital energy (spin up / spin down), the calculation gives -12.8 / -12.8 eV. As for the molar mass: 92.09 g mol⁻¹. As for the lowest unoccupied orbital energy (spin up / spin down): -4.48 / -4.48 eV.

Atomic partial charges in e from the Löwdin method, atoms 1 to 2:
1. C 0.091
2. C -0.012

The following is a DFT calculation (ωB97M-V/def2-TZVPD) of C8H14N2O7Pt as an isolated structure.

```
32
Properties=species:S:1:pos:R:3:forces:R:3
Pt -0.279642 0.134311 -0.274574 0.24 0.09 0.02
O 1.168140 -0.116282 1.903468 0.11 0.01 -0.04
C 2.445998 0.038311 1.274047 -0.15 0.03 0.04
C 2.536920 -0.988854 0.172113 0.03 -0.05 -0.13
N 1.623721 -0.710120 -0.955775 -0.02 0.01 0.17
C 2.140200 0.250868 -1.938958 0.02 -0.08 0.07
C 1.021110 0.923300 -2.747812 -0.15 0.04 0.01
O 1.277786 1.313832 -3.863875 -0.10 0.05 0.05
O -0.132124 1.063609 -2.143517 0.01 0.09 -0.35
C 1.162633 -1.958473 -1.596896 0.13 0.09 -0.01
C 0.171382 -2.687605 -0.692724 -0.26 0.00 0.18
O 0.241409 -3.890276 -0.558242 -0.09 0.10 -0.02
O -0.724163 -1.911437 -0.139949 0.07 -0.29 0.04
H 1.045480 0.581935 2.554912 -0.01 0.00 0.00
H 3.244869 -0.146850 1.992608 0.05 -0.01 0.05
H 2.561922 1.051102 0.877601 0.00 0.04 0.00
H 2.262992 -1.955844 0.595437 -0.01 -0.04 -0.03
H 3.566883 -1.056420 -0.189852 0.03 -0.02 -0.03
H 2.833031 -0.225550 -2.634597 0.03 -0.02 0.00
H 2.672525 1.046507 -1.415699 0.02 0.01 0.04
H 1.995503 -2.618384 -1.841806 0.07 0.01 0.00
H 0.637333 -1.688501 -2.514220 0.03 0.00 -0.06
N -3.979267 0.522411 -1.475210 -0.12 0.02 0.04
C -3.393011 1.844253 -1.675460 0.02 -0.13 -0.04
C -2.536455 2.214014 -0.482428 0.04 -0.05 0.01
O -2.071570 3.284584 -0.263632 0.07 0.09 0.10
O -2.293778 1.133821 0.337048 0.12 0.11 0.12
H -4.934428 0.574414 -1.150160 -0.06 -0.01 -0.06
H -2.879676 0.424239 -0.030110 -0.18 -0.12 -0.14
H -3.953930 -0.049023 -2.306136 0.06 -0.03 -0.01
H -4.111812 2.642139 -1.849326 -0.04 0.05 0.01
H -2.701300 1.827436 -2.518347 0.03 -0.01 -0.04
```
Positions in Å, forces in eV/Å.

As for the multiplicity: 3. The total energy comes out at -1068.70642 Eh. As for the HOMO-LUMO gap (spin up / spin down): 8.2 / 8.4 eV. As for the expectation value of S²: 2.0049. For the highest occupied orbital energy (spin up / spin down), the calculation gives -8.2 / -9.3 eV. As for the molar mass: 445.28 g mol⁻¹. As for the lowest unoccupied orbital energy (spin up / spin down): 0.03 / -0.94 eV.

Atomic partial charges in e from the Löwdin method, atoms 1 to 2:
1. Pt 1.270
2. O -0.108

The following is a DFT calculation (ωB97M-V/def2-TZVPD) of C27H29F5LaN2O5S as an isolated structure.

```
70
Properties=species:S:1:pos:R:3:forces:R:3
La -0.627924 0.159610 0.221077 0.65 0.16 -0.07
C 1.013244 -3.025046 0.759178 -0.14 -0.12 -0.05
C 2.137541 -2.285647 0.074317 0.18 0.05 0.03
O 1.911033 -0.910038 0.337390 -0.07 0.08 0.02
C 2.897612 0.007037 -0.127794 0.06 -0.12 0.20
C 2.734240 0.263355 -1.604204 0.02 0.05 -0.06
O 1.385090 0.674233 -1.818761 -0.09 0.09 0.05
C 0.886871 0.388509 -3.124051 0.17 0.14 -0.04
C 0.537160 -1.073191 -3.260392 -0.13 -0.11 -0.01
O -0.225868 -1.456123 -2.118803 -0.05 0.12 -0.06
C -0.382363 -2.871108 -2.027975 0.03 0.04 -0.20
C -0.960424 -3.174187 -0.676492 0.12 -0.15 0.30
O -0.258777 -2.490765 0.378262 -0.12 0.02 0.01
H 1.088166 -2.896957 1.838990 0.03 0.04 -0.01
H 1.051395 -4.093715 0.535063 0.02 0.02 -0.01
H 2.162386 -2.470554 -1.002894 -0.03 -0.03 0.00
H 3.095318 -2.601363 0.502017 -0.01 0.02 -0.01
H 3.900925 -0.360390 0.105539 -0.01 -0.02 -0.08
H 2.746024 0.921316 0.450026 -0.06 0.03 -0.07
H 2.952593 -0.637691 -2.183133 0.00 -0.01 0.02
H 3.424036 1.048028 -1.928945 -0.02 -0.01 -0.01
H 1.609612 0.677698 -3.892899 0.02 -0.03 0.03
H 0.007444 1.012862 -3.253913 -0.03 -0.04 0.00
H 1.426567 -1.711114 -3.312225 0.04 0.06 -0.01
H -0.036316 -1.231164 -4.179722 0.01 -0.01 0.02
H 0.592132 -3.346566 -2.185190 -0.01 -0.01 0.03
H -1.060537 -3.235437 -2.806553 -0.01 0.01 0.03
H -0.958611 -4.250361 -0.484028 0.01 0.02 -0.03
H -1.986816 -2.829100 -0.607058 -0.04 0.03 -0.07
F 1.905251 1.195590 6.964364 0.03 -0.02 0.04
C 1.301206 1.488143 5.819761 -0.01 0.01 0.00
C 1.427126 0.647023 4.728244 -0.07 0.15 0.03
F 2.155951 -0.465997 4.804921 0.03 -0.04 -0.02
C 0.782700 0.990882 3.559283 0.08 -0.04 -0.03
F 0.959813 0.145488 2.489976 -0.29 0.00 0.04
C 0.004359 2.122550 3.392676 -0.13 -0.10 -0.37
S -0.820474 2.488404 1.872850 0.30 -0.07 0.20
C -0.095863 2.943831 4.509879 0.02 0.06 0.14
F -0.815302 4.060149 4.458935 -0.04 0.02 -0.05
C 0.539488 2.640809 5.704165 0.02 -0.09 -0.11
F 0.422071 3.451725 6.746222 -0.02 0.04 0.05
C -3.089272 -0.113008 0.656482 -0.22 -0.08 0.02
C -3.831345 -1.097488 -0.150588 -0.04 -0.04 0.14
C -4.388090 -0.783982 -1.397678 -0.03 0.00 -0.09
C -4.950461 -1.756081 -2.213803 -0.03 -0.05 0.04
C -5.018354 -3.079767 -1.795887 0.04 0.04 0.09
C -4.546825 -3.398199 -0.526406 -0.04 0.04 -0.05
C -3.962334 -2.427857 0.272999 -0.19 -0.09 0.10
H -3.157268 -0.324116 1.732055 0.01 -0.06 -0.02
H -3.466674 0.909146 0.527736 0.02 -0.01 -0.08
H -4.436466 0.253681 -1.707732 0.04 0.00 -0.01
H -5.370460 -1.470931 -3.170681 0.00 0.00 0.00
H -5.473588 -3.835902 -2.420507 0.00 0.01 -0.01
H -4.643644 -4.409458 -0.149646 0.00 0.00 -0.02
H -3.614764 -2.699728 1.265538 0.03 0.02 -0.02
N -2.371434 6.473435 -3.842039 -0.07 0.02 0.02
C -2.460133 5.181383 -4.233521 0.36 -0.10 -0.11
O -2.771696 4.826840 -5.349086 -0.14 0.01 0.05
C -2.039375 4.145696 -3.213940 -0.16 0.13 -0.03
C -2.598409 2.878567 -3.309667 0.03 -0.06 0.07
C -2.201801 1.916945 -2.404490 0.01 -0.01 -0.02
N -1.281658 2.139619 -1.454373 -0.03 -0.03 0.11
C -0.736600 3.357110 -1.373581 -0.10 0.00 -0.12
C -1.095802 4.386219 -2.229330 0.11 -0.01 0.12
H -2.675217 7.176295 -4.496012 -0.01 0.01 0.00
H -2.290650 6.729943 -2.874719 -0.03 0.00 0.01
H -3.322458 2.657222 -4.080690 -0.01 0.03 -0.01
H -2.624056 0.919152 -2.439982 0.01 0.00 -0.01
H -0.004284 3.511372 -0.591821 0.00 0.00 0.01
H -0.610318 5.346768 -2.121850 -0.02 0.01 -0.04
```
Positions in Å, forces in eV/Å.

As for the multiplicity: 1. The total energy comes out at -2460.90595 Eh. The relative energy (zero: lowest compared OMol25 entry of this formula, charge and spin) is 39.5 kJ/mol. As for the HOMO-LUMO gap: 6.8 eV. Its total charge is +1. For the highest occupied orbital energy, the calculation gives -9.7 eV. As for the molar mass: 727.50 g mol⁻¹. As for the lowest unoccupied orbital energy: -2.91 eV.

Atomic partial charges in e from the Löwdin method, atoms 1 to 2:
1. La 1.933
2. C -0.132

Max |F| across the listed records, respectively: 5.81 1.65 7.61 4.65 0.36 0.67 eV/Å.